Model A:
The following is a DFT calculation (ωB97M-V/def2-TZVPD) of a single C3H5NO2 molecule.

Last column: Löwdin charge in e.
Geometry (Å):
O: -2.489 -0.927 0.519  0.056
O: 1.272 -0.540 -1.266  0.049
N: 1.048 1.481 -0.283  0.163
C: -1.404 -0.977 -0.005  -0.247
C: 0.790 0.148 -0.383  -0.556
C: -0.127 -0.488 0.653  -0.069
H: 1.616 1.872 -1.021  0.112
H: -1.260 -1.410 -1.015  0.131
H: 0.512 2.116 0.287  0.104
H: -0.366 0.115 1.533  0.120
H: 0.407 -1.390 0.979  0.137

The calculation puts the lowest unoccupied orbital energy at 0.026 Eh. Its net charge is 0. Its HOMO energy is -10.00 eV.

***

Model B:
The following is a DFT calculation (ωB97M-V/def2-TZVPD) of a single C3H5NO2 molecule.

Last column: Löwdin charge in e.
Geometry (Å):
O: -2.316 -1.513 0.618  0.058
O: 0.636 -0.073 -0.615  -0.107
N: 1.171 1.927 0.130  0.099
C: 0.309 0.935 0.223  -0.186
C: -1.521 -1.006 -0.131  -0.261
C: -0.020 -1.200 -0.028  -0.186
H: 1.941 2.000 -0.529  0.111
H: 1.047 2.644 0.823  0.091
H: 0.242 -1.276 1.033  0.122
H: -1.825 -0.352 -0.975  0.128
H: 0.336 -2.088 -0.550  0.130

The calculation puts the lowest unoccupied orbital energy at 0.034 Eh. Its net charge is 0. Its HOMO energy is -9.01 eV.

***

Model C:
The following is a DFT calculation (ωB97M-V/def2-TZVPD) of a molecular structure, C3H5NO2.

Last column: Löwdin charge in e.
Geometry (Å):
O: 1.731 -0.368 -0.956  0.049
O: -1.703 1.246 -0.121  -0.018
N: -0.562 -0.761 -0.263  -0.027
C: -1.594 0.111 -0.578  -0.333
C: 0.202 -0.069 0.756  -0.221
C: 1.564 -0.036 0.222  -0.151
H: 2.417 0.305 0.802  0.135
H: 0.104 -0.357 1.810  0.137
H: -2.357 -0.256 -1.269  0.125
H: 0.427 -0.791 -1.085  0.177
H: -0.229 0.977 0.681  0.126

The calculation puts the lowest unoccupied orbital energy at 0.013 Eh. Its net charge is 0. Its HOMO energy is -9.79 eV.

***

It comes down to model A, which is 0.0770 hartree more stable than the next structure.

***

Model A:
The following is a DFT calculation (ωB97M-V/def2-TZVPD) of a single C3H5NO2 molecule.

Last column: Löwdin charge in e.
Geometry (Å):
O: 0.062 -0.941 -1.413  -0.016
O: 0.155 -1.283 0.861  -0.008
N: 2.650 0.826 0.013  0.189
C: 0.375 -0.342 -0.155  -0.536
C: 1.677 0.262 -0.013  -0.157
C: -0.847 1.011 0.193  0.066
H: -0.070 -1.951 -1.257  0.159
H: -1.765 0.627 -0.229  0.058
H: -0.846 -1.162 0.960  0.134
H: -0.576 1.972 -0.217  0.061
H: -0.814 0.980 1.258  0.050

The calculation puts the lowest unoccupied orbital energy at 0.016 Eh. Its net charge is 0. Its HOMO energy is -10.68 eV.

***

Model B:
The following is a DFT calculation (ωB97M-V/def2-TZVPD) of a single C3H5NO2 molecule.

Last column: Löwdin charge in e.
Geometry (Å):
O: 0.208 1.327 -0.204  -0.069
O: -0.461 -0.823 -0.896  -0.010
N: -1.309 -1.156 1.159  0.156
C: -1.320 -0.448 0.127  -0.287
C: 0.632 -0.038 -0.946  -0.210
C: 1.351 0.594 0.131  -0.186
H: -2.025 -0.858 1.812  0.058
H: -1.951 0.404 -0.142  0.144
H: 2.224 1.114 -0.265  0.120
H: 1.168 -0.268 -1.886  0.165
H: 1.482 0.151 1.110  0.119

The calculation puts the lowest unoccupied orbital energy at 0.039 Eh. Its net charge is 0. Its HOMO energy is -10.00 eV.

***

It comes down to model A, which is 0.0453 hartree more stable than the next structure.

***

Model A:
The following is a DFT calculation (ωB97M-V/def2-TZVPD) of a single C2H7N3 molecule.

Last column: Löwdin charge in e.
Geometry (Å):
N: -0.053 0.489 -0.589  -0.101
N: -0.756 0.673 1.666  0.092
N: 0.018 -1.377 0.683  0.071
C: -0.216 -0.095 0.659  -0.602
C: 0.642 -0.265 -1.638  -0.165
H: 1.864 -0.029 -1.504  0.116
H: -1.094 0.276 2.516  0.073
H: -0.593 1.756 1.707  0.143
H: 0.385 -1.464 -1.641  0.111
H: -0.519 1.392 -0.923  0.151
H: 0.029 -1.687 1.653  0.027
H: 0.294 0.330 -2.590  0.083

The calculation puts the lowest unoccupied orbital energy at 0.032 Eh. Its net charge is 0. Its HOMO energy is -8.46 eV.

***

Model B:
The following is a DFT calculation (ωB97M-V/def2-TZVPD) of a single C2H7N3 molecule.

Last column: Löwdin charge in e.
Geometry (Å):
N: 0.123 -0.467 1.568  0.080
N: -1.310 1.094 0.428  0.058
N: 1.583 -0.818 -0.876  -0.070
C: 0.335 -0.170 -0.937  -0.307
C: -0.266 0.163 0.506  -0.491
H: -0.576 -0.142 2.335  0.072
H: 2.403 -0.036 -0.648  0.152
H: 0.435 0.757 -1.562  0.120
H: -2.040 0.847 1.203  0.130
H: 1.499 -1.539 -0.072  0.090
H: -0.395 -0.729 -1.478  0.091
H: -1.791 1.041 -0.467  0.074

The calculation puts the lowest unoccupied orbital energy at 0.029 Eh. Its net charge is 0. Its HOMO energy is -9.28 eV.

***

It comes down to model B, which is 0.0075 hartree more stable than the next structure.

***

Model A:
The following is a DFT calculation (ωB97M-V/def2-TZVPD) of 2 unconnected molecules or ions with the total composition C2H7N3.

Last column: Löwdin charge in e.
Geometry (Å):
N: 2.406 -0.782 -0.004  0.038
N: 2.533 1.274 1.186  0.076
N: -2.864 -1.552 -0.931  0.015
C: 1.897 0.241 0.591  -0.413
C: -3.630 -0.593 -1.253  -0.151
H: 1.929 1.864 1.718  0.079
H: 3.500 1.487 1.079  0.092
H: 0.804 0.281 0.529  0.101
H: -3.526 0.386 -0.776  0.055
H: 3.380 -0.815 0.323  0.027
H: -4.307 -0.634 -2.104  0.054
H: -2.121 -1.156 -0.356  0.026

The calculation puts the lowest unoccupied orbital energy at 0.028 Eh. Its net charge is 0. Its HOMO energy is -9.35 eV.

***

Model B:
The following is a DFT calculation (ωB97M-V/def2-TZVPD) of 2 unconnected molecules or ions with the total composition C2H7N3.

Last column: Löwdin charge in e.
Geometry (Å):
N: 0.218 1.183 -0.852  0.062
N: 2.492 1.561 -0.987  0.034
N: -1.661 -0.547 0.917  0.015
C: -1.689 -1.808 0.875  -0.110
C: 1.512 0.791 -0.713  -0.420
H: 0.121 2.155 -1.106  0.087
H: -2.140 -2.429 1.647  0.066
H: 1.649 -0.245 -0.385  0.109
H: -1.241 -2.297 0.014  0.063
H: -0.514 0.796 -0.267  0.023
H: -2.107 -0.199 1.767  0.052
H: 3.359 1.040 -0.909  0.018

The calculation puts the lowest unoccupied orbital energy at 0.032 Eh. Its net charge is 0. Its HOMO energy is -8.82 eV.

***

Model C:
The following is a DFT calculation (ωB97M-V/def2-TZVPD) of a single C2H7N3 molecule.

Last column: Löwdin charge in e.
Geometry (Å):
N: 0.668 -1.939 -0.656  0.044
N: 0.084 0.476 -0.042  -0.272
N: -0.949 0.929 -0.821  0.005
C: 0.737 -0.906 0.086  -0.244
C: -0.153 1.135 1.282  -0.136
H: 1.300 -0.819 1.055  0.111
H: -0.106 2.322 1.435  0.113
H: 0.400 0.777 2.186  0.069
H: -0.523 0.618 -1.713  0.090
H: -1.729 0.265 -0.924  0.083
H: -1.179 1.102 1.633  0.049
H: -0.286 -1.900 -1.245  0.089

The calculation puts the lowest unoccupied orbital energy at 0.033 Eh. Its net charge is 0. Its HOMO energy is -9.03 eV.

***

It comes down to model B, which is 0.0259 hartree more stable than the next structure.

***

Model A:
The following is a DFT calculation (ωB97M-V/def2-TZVPD) of 2 unconnected molecules or ions with the total composition C3H8NO2S.

Last column: Löwdin charge in e.
Geometry (Å):
S: -1.130 -0.021 1.558  0.137
O: -0.519 -0.611 -1.882  0.002
O: 1.193 -2.267 0.214  -0.125
N: 1.606 0.359 -0.349  0.032
C: 0.406 1.122 -0.522  -0.500
C: -0.276 1.436 0.837  -0.695
C: -0.608 0.526 -1.485  -0.278
H: -1.381 1.232 -1.838  0.115
H: 0.483 1.690 1.573  0.028
H: 0.597 2.123 -0.965  0.118
H: 0.502 -2.312 -0.477  0.028
H: 1.536 -0.264 0.436  0.026
H: 1.778 -0.143 -1.203  0.055
H: 0.558 -2.619 0.867  0.027
H: -0.989 2.230 0.620  0.030

The calculation puts the lowest unoccupied orbital energy at 0.141 Eh. Its net charge is -1. Its HOMO energy is -2.64 eV.

***

Model B:
The following is a DFT calculation (ωB97M-V/def2-TZVPD) of 3 unconnected molecules or ions with the total composition C3H8NO2S.

Last column: Löwdin charge in e.
Geometry (Å):
S: 1.945 -1.041 0.803  0.307
O: -1.544 2.005 -1.109  -0.055
O: 2.674 -0.745 -2.286  -0.158
N: -1.759 0.533 0.688  -0.006
C: -0.592 -0.099 0.387  -0.423
C: -1.974 1.672 -0.011  -0.444
C: 0.477 -0.139 1.419  -0.679
H: -0.979 -1.317 0.365  0.061
H: 0.222 -0.679 2.324  0.042
H: -2.642 2.387 0.503  0.097
H: -0.591 -2.010 0.032  0.211
H: -0.254 0.082 -0.633  0.101
H: 1.857 -0.446 -2.700  0.005
H: 0.820 0.868 1.637  0.064
H: 2.340 -1.073 -1.419  -0.122

The calculation puts the lowest unoccupied orbital energy at 0.100 Eh. Its net charge is -1. Its HOMO energy is -3.68 eV.

***

Model C:
The following is a DFT calculation (ωB97M-V/def2-TZVPD) of a molecular structure, C3H8NO2S.

Last column: Löwdin charge in e.
Geometry (Å):
S: 1.125 -0.099 -0.404  0.766
O: 2.145 0.869 0.045  -0.466
O: 0.940 -1.932 0.903  -0.611
N: -0.432 0.623 0.066  -0.350
C: -0.194 0.861 1.513  -0.191
C: 1.088 -0.006 -2.135  -0.316
C: -1.597 -0.348 -0.135  -0.140
H: -1.233 -1.372 0.060  0.045
H: 0.745 -0.963 -2.544  -0.044
H: -1.952 -0.213 -1.211  0.083
H: 2.251 0.084 -2.411  0.023
H: 0.432 1.646 1.602  0.014
H: -2.388 -0.180 0.586  0.050
H: 0.291 0.044 1.940  0.012
H: -1.220 0.986 2.125  0.123

The calculation puts the lowest unoccupied orbital energy (spin up / spin down) at 0.150 / 0.127 Eh. Its net charge is -1. Its HOMO energy (spin up / spin down) is -3.75 / -4.01 eV.

***

It comes down to model A, which is 0.0998 hartree more stable than the next structure.

***

Model A:
The following is a DFT calculation (ωB97M-V/def2-TZVPD) of 2 unconnected molecules or ions with the total composition C2H2Cl2O2.

Last column: Löwdin charge in e.
Geometry (Å):
Cl: 1.834 1.290 0.745  0.619
Cl: 1.219 1.277 -1.982  0.599
O: -1.530 0.347 0.390  -0.212
O: -0.637 -0.895 0.950  -0.112
C: 1.371 0.394 -0.571  -1.078
C: -0.190 -1.642 0.180  -0.024
H: -0.418 -1.834 -0.896  0.091
H: -1.650 1.063 1.184  0.116

The calculation puts the lowest unoccupied orbital energy (spin up / spin down) at -0.038 / -0.038 Eh. Its net charge is 0. Its HOMO energy (spin up / spin down) is -8.63 / -8.63 eV.

***

Model B:
The following is a DFT calculation (ωB97M-V/def2-TZVPD) of 2 unconnected molecules or ions with the total composition C2H2Cl2O2.

Last column: Löwdin charge in e.
Geometry (Å):
Cl: 1.500 -0.194 0.841  0.633
Cl: -1.568 -1.675 0.922  0.711
O: -0.943 0.451 -0.360  -0.096
O: 1.474 0.288 -1.515  -0.098
C: 2.274 -0.172 -0.665  -0.574
C: -1.482 -0.016 0.608  -0.768
H: 0.603 0.761 -1.285  0.103
H: -1.859 0.556 1.454  0.090

The calculation puts the lowest unoccupied orbital energy at -0.006 Eh. Its net charge is 0. Its HOMO energy is -9.08 eV.

***

It comes down to model B, which is 0.2056 hartree more stable than the next structure.

***

Model A:
The following is a DFT calculation (ωB97M-V/def2-TZVPD) of 2 unconnected molecules or ions with the total composition CH9N2O.

Last column: Löwdin charge in e.
Geometry (Å):
O: -0.515 -1.547 0.763  0.009
N: 1.945 1.314 -0.852  0.021
N: -0.564 0.654 0.227  0.181
C: -1.240 -0.669 0.001  -0.221
H: -1.193 -0.875 -1.067  0.146
H: 2.452 0.733 -0.180  0.058
H: -2.276 -0.568 0.288  0.136
H: -0.263 0.769 1.196  0.169
H: 2.025 2.259 -0.481  0.054
H: 2.552 1.340 -1.676  0.063
H: -1.146 1.454 0.005  0.165
H: 0.298 0.774 -0.383  0.089
H: -0.410 -2.407 0.326  0.130

The calculation puts the lowest unoccupied orbital energy at -0.122 Eh. Its net charge is +1. Its HOMO energy is -15.57 eV.

***

Model B:
The following is a DFT calculation (ωB97M-V/def2-TZVPD) of 2 unconnected molecules or ions with the total composition CH9N2O.

Last column: Löwdin charge in e.
Geometry (Å):
O: -0.414 2.040 -1.815  -0.046
N: 0.245 -1.475 1.740  0.066
N: 0.575 -0.131 -0.323  0.182
C: -0.454 -0.818 0.791  -0.189
H: -1.070 -1.417 0.152  0.127
H: 0.172 0.547 -0.986  0.081
H: 0.339 -2.472 1.673  0.111
H: 0.637 -1.003 2.531  0.111
H: -0.786 1.937 -2.702  0.075
H: -1.000 0.063 1.084  0.126
H: 1.361 0.199 0.224  0.139
H: -0.722 2.923 -1.569  0.077
H: 0.943 -0.951 -0.797  0.140

The calculation puts the lowest unoccupied orbital energy at -0.116 Eh. Its net charge is +1. Its HOMO energy is -14.78 eV.

***

It comes down to model B, which is 0.0029 hartree more stable than the next structure.